Record 1
20
Properties=species:S:1:pos:R:3:lowdin_charge:R:1 method="wB97M-V/def2-TZVPD" homo_ev=-7.43 gap_ev=8.07 e_lumo_ha=0.024 charge=0 smiles="C=S(=C)(N)CCC"
C -2.02 -1.54 -0.96 -0.279
S -0.45 -0.95 -0.81 0.815
C 0.59 -2.09 -0.08 -0.321
N 0.21 -0.18 -2.35 -0.125
C -0.51 0.56 0.21 -0.331
C 0.78 0.83 0.92 -0.327
C 0.78 1.93 2.03 -0.094
H -2.48 -0.71 -1.45 -0.016
H -2.27 -2.58 -0.97 0.009
H 1.48 -1.62 0.41 -0.014
H 0.75 -2.98 -0.84 0.047
H -0.56 0.04 -2.87 -0.033
H 0.88 0.54 -2.42 0.019
H -1.33 0.30 0.87 0.096
H -0.79 1.42 -0.42 0.109
H 1.03 -0.13 1.55 0.116
H 1.59 0.71 0.19 0.096
H 1.15 2.95 1.73 0.077
H -0.24 1.90 2.33 0.049
H 1.41 1.57 2.95 0.106

=====

Record 2
11
Properties=species:S:1:pos:R:3:lowdin_charge:R:1 method="wB97M-V/def2-TZVPD" homo_ev="-6.13 / -9.80" gap_ev="6.47 / 6.51" e_lumo_ha="0.012 / -0.121" charge=0 spin_multiplicity=3
C 2.68 -0.68 0.91 -0.041
C 1.73 0.20 0.47 -0.072
O -2.84 -1.29 -0.79 -0.585
S -3.14 1.76 -1.02 0.310
S -2.22 -0.16 -1.49 0.492
H -3.81 1.21 -0.01 -0.209
H 2.91 -1.45 0.21 0.036
H 3.08 -0.79 1.83 -0.001
H 1.40 0.16 -0.60 0.045
H 1.27 0.95 1.10 0.035
H -1.07 0.09 -0.60 -0.012

=====

Record 3
19
Properties=species:S:1:pos:R:3:lowdin_charge:R:1 method="wB97M-V/def2-TZVPD" homo_ev=-8.56 gap_ev=9.22 e_lumo_ha=0.024 charge=0 smiles=CCCSSC.O
C -0.62 1.15 -1.85 -0.147
C -0.67 -0.12 -1.10 -0.360
C 0.28 -0.20 0.14 -0.565
S 2.00 0.01 -0.35 0.488
S 2.98 -1.37 0.78 0.434
C 3.08 -0.70 2.38 -0.538
H -1.25 0.91 -2.72 0.081
H 0.39 1.40 -2.21 0.063
H -1.05 2.04 -1.35 0.087
H -1.68 -0.25 -0.66 0.086
H -0.49 -0.96 -1.79 0.113
H 0.27 -1.17 0.66 0.057
H -0.10 0.57 0.84 0.081
H 3.56 -1.46 3.02 0.039
H 2.14 -0.38 2.85 0.043
H 3.75 0.17 2.30 0.033
O -4.31 0.50 -0.34 -0.089
H -3.91 0.05 0.44 0.044
H -4.36 -0.19 -1.04 0.049

=====

Record 4
38
Properties=species:S:1:pos:R:3:lowdin_charge:R:1 method="wB97M-V/def2-TZVPD" homo_ev="-18.88 / -18.86" gap_ev="6.85 / 5.56" e_lumo_ha="-0.442 / -0.489" charge=+3 spin_multiplicity=8
C 3.38 -2.47 -1.66 0.048
C 1.86 -2.53 -1.19 -0.144
O 1.15 -1.50 -1.81 0.078
C 1.25 -0.18 -1.32 -0.088
C 0.01 0.28 -0.45 -0.371
C -0.67 -0.81 0.39 -0.282
C -1.36 -1.86 -0.49 0.005
C -1.68 -0.27 1.44 -0.208
C -3.12 -0.06 0.95 -0.053
O -0.93 0.72 -1.44 0.064
C -1.53 1.91 -1.16 -0.470
O -2.38 2.38 -1.82 0.228
C -0.91 2.49 0.10 -0.181
C 0.35 1.64 0.27 -0.780
Br 1.75 2.67 -0.69 0.940
P 0.98 1.42 2.07 0.873
O 2.51 1.83 2.03 -0.338
Cl 0.21 3.35 3.02 0.062
H 3.62 -3.45 -2.04 0.107
H 3.52 -1.71 -2.42 0.099
H 3.99 -2.26 -0.79 0.095
H 1.44 -3.46 -1.55 0.151
H 1.78 -2.49 -0.11 0.145
H 1.23 0.45 -2.21 0.144
H 2.18 -0.08 -0.77 0.123
H 0.11 -1.32 0.97 0.137
H -2.00 -1.42 -1.23 0.109
H -0.64 -2.52 -0.96 0.077
H -1.95 -2.50 0.16 0.116
H -1.33 0.64 1.92 0.029
H -1.72 -1.02 2.22 0.132
H -3.65 0.65 1.58 0.086
H -3.19 0.26 -0.08 0.076
H -3.66 -1.00 1.03 0.095
H -1.62 2.42 0.92 0.094
H -0.66 3.50 -0.18 0.099
H 3.06 1.07 1.79 0.107
Gd -1.35 5.22 3.50 1.595

=====

Record 5
68
Properties=species:S:1:pos:R:3:lowdin_charge:R:1 method="wB97M-V/def2-TZVPD" homo_ev=-3.19 gap_ev=5.61 e_lumo_ha=0.089 charge=-1
Mg 0.95 0.17 -0.45 0.427
C 5.26 0.34 -0.87 -0.071
C 3.98 0.77 -1.22 -0.150
N 3.06 0.06 -0.59 0.004
N 3.71 -0.83 0.18 -0.033
C 5.03 -0.68 0.04 -0.121
B 2.96 -1.75 1.17 -0.544
N 1.98 -2.60 0.37 -0.025
C 1.84 -3.93 0.29 -0.082
C 0.80 -4.20 -0.58 -0.062
C 0.36 -2.94 -1.00 -0.127
N 1.08 -1.99 -0.41 0.020
N 2.13 -0.86 2.13 -0.047
C 1.97 -1.00 3.45 -0.081
C 1.15 0.03 3.89 -0.050
C 0.88 0.77 2.75 -0.167
N 1.49 0.24 1.69 -0.077
H 6.21 0.73 -1.20 0.087
H 3.68 1.56 -1.90 0.121
H 5.73 -1.30 0.58 0.115
H 3.73 -2.43 1.78 0.121
H 2.46 -4.59 0.87 0.112
H 0.43 -5.16 -0.88 0.083
H -0.44 -2.68 -1.66 0.109
H 2.43 -1.81 3.99 0.119
H 0.80 0.20 4.89 0.098
H 0.29 1.67 2.65 0.113
O -5.83 0.03 3.82 0.073
C -4.53 -0.37 3.92 -0.505
O -4.13 -0.70 5.02 0.064
C -3.72 -0.37 2.71 -0.179
C -2.41 -0.87 2.76 -0.028
C -1.59 -0.86 1.67 -0.028
C -1.97 -0.25 0.44 -0.273
C -3.34 0.14 0.36 -0.028
C -4.17 0.09 1.46 -0.046
N -1.06 -0.14 -0.53 -0.006
C -1.43 0.41 -1.80 -0.230
C -0.47 0.03 -2.88 -0.239
C -0.88 0.05 -4.22 -0.014
C 0.05 -0.14 -5.22 -0.071
C 1.37 -0.36 -4.88 -0.066
C 1.70 -0.37 -3.53 -0.107
N 0.81 -0.16 -2.56 0.084
H -6.03 0.27 2.91 0.066
H -2.07 -1.30 3.70 0.113
H -0.60 -1.30 1.72 0.090
H -3.74 0.54 -0.56 0.084
H -5.18 0.45 1.31 0.101
H -2.44 0.13 -2.12 0.131
H -1.93 0.21 -4.45 0.115
H -0.25 -0.11 -6.27 0.101
H 2.13 -0.53 -5.63 0.096
H 2.72 -0.56 -3.21 0.105
S 4.27 1.41 2.48 0.698
C 3.06 1.84 1.60 -0.454
O 0.69 2.03 -0.72 -0.225
N -0.58 2.49 -0.68 -0.182
C -1.07 3.08 0.41 -0.080
C -2.37 3.50 0.50 -0.129
C -3.22 3.30 -0.62 -0.153
C -2.76 2.69 -1.73 -0.092
C -1.40 2.08 -1.79 -0.186
H -0.34 3.25 1.18 0.118
H -2.73 3.99 1.40 0.074
H -4.24 3.67 -0.59 0.093
H -3.38 2.56 -2.61 0.091
H -0.88 2.35 -2.73 0.134

=====

Record 6
9
Properties=species:S:1:pos:R:3:lowdin_charge:R:1 method="wB97M-V/def2-TZVPD" homo_ev=-11.04 gap_ev=9.92 e_lumo_ha=-0.041 charge=0 smiles="C=CS(=O)(=O)Cl"
C -1.39 -0.50 0.34 0.054
C -0.64 0.22 -0.47 -0.253
S 1.05 0.53 0.02 0.521
O 1.07 0.52 1.43 -0.320
O 1.77 1.48 -0.79 -0.316
Cl 1.90 -1.55 -0.66 0.125
H -2.39 -0.81 0.30 0.073
H -0.66 -0.77 1.11 0.064
H -0.71 0.87 -1.27 0.052

=====

Record 7
10
Properties=species:S:1:pos:R:3:lowdin_charge:R:1 method="wB97M-V/def2-TZVPD" homo_ev=-8.31 gap_ev=9.22 e_lumo_ha=0.034 charge=0 smiles=Fc1ccc(F)[nH]1
F -2.31 -0.87 0.00 0.099
C -1.10 -0.32 0.00 -0.351
C -0.72 0.99 0.00 -0.019
C 0.72 0.99 0.00 -0.020
C 1.10 -0.32 0.01 -0.342
F 2.30 -0.88 0.00 0.093
N -0.01 -1.14 0.00 0.178
H -1.37 1.84 0.01 0.102
H 1.39 1.83 0.00 0.099
H 0.00 -2.13 -0.01 0.161

=====

Record 8
69
Properties=species:S:1:pos:R:3:lowdin_charge:R:1 method="wB97M-V/def2-TZVPD" homo_ev="-7.95 / -8.70" gap_ev="8.12 / 8.59" e_lumo_ha="0.006 / -0.004" charge=0 spin_multiplicity=4
V 0.43 0.43 0.63 0.455
I 2.69 1.42 1.58 0.358
C 5.12 -0.25 -1.09 -0.592
I 3.36 -0.62 -2.04 0.968
H 5.40 -0.89 -0.27 -0.045
H 5.63 0.68 -1.30 -0.044
C -3.93 2.09 2.34 -0.187
Si -2.85 1.26 1.05 0.413
C -2.93 2.23 -0.54 -0.170
C -3.50 -0.48 0.76 -0.176
C -1.10 1.19 1.70 -0.330
H -4.97 2.14 2.00 0.029
H -3.58 3.10 2.53 0.030
H -3.90 1.54 3.28 0.028
H -3.98 2.36 -0.85 0.037
H -2.41 1.69 -1.34 -0.004
H -2.48 3.22 -0.42 0.037
H -4.51 -0.44 0.34 0.038
H -3.54 -1.05 1.69 0.028
H -2.87 -1.00 0.05 0.003
H -1.14 0.79 2.73 0.007
H -0.76 2.23 1.78 0.026
C 2.06 -2.05 1.80 -0.216
N 0.69 -1.49 1.98 -0.147
C -0.27 -2.58 1.62 -0.162
N -0.09 -3.76 2.44 -0.081
C 1.27 -4.25 2.23 -0.166
N 2.27 -3.25 2.60 -0.083
C 2.08 -2.90 4.01 -0.158
N 0.73 -2.38 4.25 -0.083
C 0.51 -1.21 3.43 -0.183
C -0.24 -3.40 3.85 -0.167
H 2.78 -1.29 2.09 0.027
H 2.20 -2.27 0.74 0.109
H -0.12 -2.84 0.58 0.104
H -1.29 -2.19 1.75 0.122
H 1.40 -4.51 1.18 0.128
H 1.43 -5.15 2.84 0.126
H 2.81 -2.14 4.29 0.131
H 2.24 -3.78 4.62 0.126
H 1.20 -0.41 3.71 0.100
H -0.51 -0.87 3.58 0.108
H -1.25 -3.03 4.02 0.129
H -0.09 -4.30 4.46 0.126
C -0.76 -2.76 -2.29 -0.130
S -0.48 -1.03 -2.18 0.431
O -1.75 -0.36 -2.31 -0.299
O 0.55 -0.70 -3.14 -0.416
O 0.04 -0.90 -0.75 -0.499
H -1.10 -2.95 -3.31 0.075
H -1.52 -3.04 -1.57 0.069
H 0.18 -3.29 -2.10 0.072
O 1.04 3.99 -1.17 0.163
C 0.79 2.76 -1.52 -0.470
O 0.34 1.96 -0.73 -0.077
C 1.09 2.42 -2.96 -0.229
N 1.78 3.57 -3.58 -0.023
C 1.01 4.00 -4.77 -0.185
C -0.41 3.57 -4.43 -0.156
C -0.20 2.21 -3.77 -0.114
H 1.70 1.51 -2.93 0.060
H 2.74 3.37 -3.79 0.128
H 1.44 4.38 -2.00 0.122
H 1.36 3.49 -5.67 0.118
H 1.12 5.07 -4.92 0.113
H -1.05 3.52 -5.31 0.115
H -0.86 4.28 -3.73 0.117
H -0.01 1.45 -4.52 0.119
H -1.04 1.87 -3.16 0.099

=====

Record 9
13
Properties=species:S:1:pos:R:3:lowdin_charge:R:1 method="wB97M-V/def2-TZVPD" homo_ev="-8.52 / -8.52" gap_ev="8.05 / 8.04" e_lumo_ha="-0.017 / -0.017" charge=0
C -1.97 0.15 1.19 -0.239
C 0.41 -1.40 0.37 0.024
C -0.46 -1.20 -0.77 -0.139
C -0.99 -0.12 0.15 -0.056
C 0.47 -0.08 -0.21 -0.441
O -1.85 1.01 2.07 0.021
Si 1.78 1.11 -0.90 0.711
H -2.93 -0.32 1.12 0.109
H 0.15 -1.82 1.37 0.132
H -0.76 -1.75 -1.61 0.114
H 1.22 2.15 -1.94 -0.046
H 2.96 0.36 -1.11 -0.098
H 1.98 1.92 0.28 -0.091

=====

Record 10
15
Properties=species:S:1:pos:R:3:lowdin_charge:R:1 method="wB97M-V/def2-TZVPD" homo_ev=-10.21 gap_ev=10.66 e_lumo_ha=0.016 charge=0 smiles="CCC1N=CC=N1"
C -1.56 0.24 0.62 -0.114
C -1.04 0.19 -0.80 -0.188
C 0.53 0.47 -0.88 -0.360
N 0.94 -0.91 -1.07 0.079
C 1.40 -1.26 0.07 -0.136
C 1.58 -0.08 0.93 -0.140
N 1.11 0.97 0.36 0.089
H -2.61 -0.05 0.66 0.074
H -1.01 -0.45 1.27 0.067
H -1.43 1.24 1.03 0.074
H -1.53 0.90 -1.46 0.100
H -1.24 -0.81 -1.22 0.103
H 0.76 1.16 -1.70 0.142
H 1.54 -2.30 0.33 0.104
H 2.05 -0.07 1.91 0.106

=====

Record 11
12
Properties=species:S:1:pos:R:3:lowdin_charge:R:1 method="wB97M-V/def2-TZVPD" homo_ev=-8.97 gap_ev=9.36 e_lumo_ha=0.014 charge=0 smiles="C=N.CSS"
C -3.17 -2.03 -1.36 -0.121
N -2.37 -1.13 -1.91 -0.006
H -3.95 -2.63 -1.91 0.067
H -3.12 -2.23 -0.29 0.046
H -2.13 -0.31 -1.35 0.015
C 1.05 1.63 -0.88 -0.448
S 1.14 -0.06 -0.03 0.321
S 0.92 0.56 1.98 0.283
H 1.17 2.29 0.00 -0.015
H 2.05 1.71 -1.43 0.044
H 0.19 2.00 -1.42 0.022
H 2.03 1.31 1.96 -0.207

=====

Record 12
137
Properties=species:S:1:pos:R:3:lowdin_charge:R:1 method="wB97M-V/def2-TZVPD" homo_ev=-3.85 gap_ev=5.36 e_lumo_ha=0.056 charge=-1
Rb 0.17 1.23 -0.90 0.339
C 5.78 -3.73 1.14 -0.043
C 4.36 -3.25 0.96 -0.263
C 4.00 -1.95 1.27 -0.050
C 2.70 -1.51 1.08 -0.090
C 1.76 -2.39 0.58 -0.364
C 2.10 -3.70 0.24 -0.055
C 3.39 -4.12 0.43 -0.035
S 0.11 -1.81 0.30 0.910
O -0.40 -2.51 -0.93 -0.552
C -0.72 -2.62 1.68 -0.295
C -1.40 -3.83 1.40 -0.045
C -2.12 -4.42 2.38 -0.015
C -2.24 -3.82 3.67 -0.161
C -3.08 -4.38 4.67 -0.039
C -3.25 -3.75 5.86 -0.082
C -2.58 -2.53 6.13 -0.069
C -1.75 -1.98 5.19 -0.006
C -1.56 -2.61 3.93 -0.112
C -0.78 -2.00 2.90 -0.150
C -0.15 -0.65 3.11 -0.154
C 0.96 -0.48 3.98 -0.118
C 1.66 -1.59 4.53 -0.017
C 2.75 -1.40 5.32 -0.068
C 3.20 -0.08 5.62 -0.072
C 2.55 1.00 5.10 -0.025
C 1.42 0.83 4.26 -0.134
C 0.76 1.94 3.68 0.006
C -0.24 1.76 2.79 -0.039
C -0.70 0.46 2.52 -0.301
S -2.03 0.20 1.33 0.923
O -2.07 1.45 0.49 -0.650
C -3.34 0.25 2.53 -0.343
C -4.06 -0.91 2.74 -0.065
C -5.05 -0.93 3.71 -0.033
C -5.35 0.21 4.45 -0.266
C -6.43 0.19 5.50 -0.050
C -4.63 1.38 4.20 -0.027
C -3.62 1.41 3.25 -0.038
H 6.40 -2.95 1.58 0.081
H 6.22 -4.01 0.18 0.073
H 5.81 -4.60 1.79 0.079
H 4.75 -1.25 1.62 0.117
H 2.43 -0.48 1.29 0.104
H 1.35 -4.35 -0.20 0.115
H 3.68 -5.13 0.16 0.121
H -1.33 -4.25 0.40 0.114
H -2.65 -5.35 2.19 0.116
H -3.60 -5.31 4.45 0.111
H -3.91 -4.18 6.61 0.100
H -2.73 -2.03 7.08 0.103
H -1.25 -1.04 5.40 0.124
H 1.32 -2.60 4.30 0.123
H 3.29 -2.25 5.72 0.102
H 4.07 0.06 6.24 0.101
H 2.89 2.00 5.30 0.114
H 1.10 2.94 3.92 0.114
H -0.71 2.61 2.30 0.117
H -3.84 -1.80 2.16 0.111
H -5.61 -1.85 3.89 0.115
H -7.16 -0.59 5.30 0.075
H -6.95 1.15 5.55 0.077
H -6.00 0.00 6.49 0.081
H -4.85 2.28 4.76 0.115
H -3.06 2.32 3.06 0.120
I -0.83 4.71 -0.98 0.917
C 0.29 5.31 0.70 -0.619
C -0.13 6.44 1.34 -0.188
C 0.55 6.86 2.51 -0.109
C 1.60 6.14 2.99 -0.062
C 2.04 4.96 2.34 -0.197
C 3.10 4.18 2.87 -0.098
C 3.47 3.03 2.23 -0.108
C 2.84 2.63 1.03 -0.216
C 1.81 3.33 0.42 -0.274
C 1.39 4.50 1.14 -0.292
H -0.97 7.00 0.96 0.073
H 0.22 7.77 3.01 0.092
H 2.11 6.45 3.90 0.102
H 3.60 4.52 3.77 0.100
H 4.28 2.42 2.64 0.099
H 3.25 1.76 0.53 0.000
F 3.22 -5.06 -3.99 0.094
C 3.47 -3.87 -3.40 -0.158
C 2.52 -2.87 -3.42 -0.151
F 1.34 -3.09 -4.02 0.099
C 2.79 -1.66 -2.80 -0.234
F 1.77 -0.76 -2.84 -0.021
C 3.97 -1.38 -2.12 -0.577
S 4.28 0.14 -1.33 0.551
C 4.89 -2.43 -2.13 -0.257
F 6.07 -2.30 -1.50 0.055
C 4.66 -3.64 -2.76 -0.160
F 5.59 -4.61 -2.73 0.089
C -2.53 -2.67 -3.57 -0.305
Sb -2.26 -0.78 -2.61 1.337
C -3.75 -1.21 -1.11 -0.325
C -3.80 0.23 -3.82 -0.318
C -3.55 0.28 -5.30 -0.276
C -4.16 -0.67 -6.12 -0.067
C -3.99 -0.67 -7.50 -0.102
C -3.20 0.31 -8.08 -0.104
C -2.59 1.26 -7.28 -0.078
C -2.73 1.26 -5.89 -0.298
C -1.96 2.26 -5.08 -0.307
Sb 0.06 1.57 -4.46 1.236
C 0.12 -0.22 -5.66 -0.307
C 1.03 2.76 -5.95 -0.343
H -3.58 -2.96 -3.48 0.004
H -1.89 -3.41 -3.09 -0.003
H -2.26 -2.59 -4.63 -0.001
H -4.65 -1.58 -1.61 0.004
H -4.00 -0.31 -0.54 -0.009
H -3.37 -1.98 -0.43 -0.008
H -3.91 1.22 -3.38 0.054
H -4.72 -0.33 -3.62 0.050
H -4.80 -1.42 -5.66 0.106
H -4.47 -1.43 -8.10 0.093
H -3.06 0.34 -9.16 0.095
H -1.98 2.03 -7.73 0.109
H -2.47 2.53 -4.16 0.034
H -1.78 3.17 -5.66 0.054
H -0.45 -0.08 -6.58 0.000
H -0.29 -1.07 -5.10 -0.025
H 1.16 -0.43 -5.89 0.013
H 0.72 2.44 -6.95 0.001
H 2.11 2.65 -5.84 -0.014
H 0.77 3.81 -5.80 -0.002
C 4.92 3.13 -3.74 -0.469
Te 3.13 3.04 -2.58 1.126
C 2.47 4.99 -3.20 -0.458
H 5.49 4.00 -3.41 -0.012
H 4.72 3.19 -4.81 -0.016
H 5.48 2.22 -3.52 -0.027
H 3.11 5.33 -4.01 -0.008
H 2.51 5.68 -2.36 -0.012
H 1.44 4.94 -3.56 -0.045

=====

Summary of energy relative to the best compared isomer or geometry (same formula, charge and spin) in kJ/mol
623.7; 325.1; 43.7; 0.0; 108.9; 184.0; 0.0; 0.0; 234.0; 121.1; 194.3; 30.6
(order as listed above)
Summary of electronic energy in eV
-17714.78617; -25882.93205; -28060.41268; -132561.34838; -65954.89441; -29572.80683; -11120.90415; -96521.43509; -15200.63739; -8293.74127; -25346.03445; -146621.33032
(order as listed above)